(1)
# C4H34N2O11

A 12-piece molecular cluster, C4H34N2O11 overall at a distorted geometry (ωB97M-V/def2-TZVPD, the Open Molecules 2025 dataset).

```
51
Properties=species:S:1:pos:R:3:nbo_charge:R:1
C -2.7392 -2.8898 0.2624 -0.622
C -1.7757 -2.0554 -0.5875 -0.041
N -2.2945 -0.7130 -0.8335 -0.877
C -0.3025 -2.1395 -0.0712 -0.424
C 0.2777 -1.1511 0.9307 -0.244
N -0.1551 0.2227 0.9835 -0.825
H -3.6822 -2.3335 0.3980 0.197
H -2.9741 -3.8702 -0.0866 0.220
H -2.2312 -2.9698 1.2615 0.222
H -1.6542 -2.5697 -1.5703 0.161
H -3.3071 -0.7582 -0.8122 0.361
H -1.9682 -0.2914 -1.6973 0.387
H 0.3587 -2.1360 -0.9363 0.199
H -0.1102 -3.1609 0.3074 0.219
H 0.2632 -1.5021 1.9681 0.229
H 1.3775 -1.1930 0.7479 0.187
H -1.0016 0.3349 1.5278 0.396
H -0.3195 0.6432 0.0669 0.389
O 1.4159 2.0522 1.7586 -1.072
H 0.9418 2.7129 2.2818 0.481
H 0.7179 1.2225 1.6294 0.481
O -2.9996 1.0740 2.4138 -0.975
H -3.8446 1.2978 1.9865 0.501
H -2.8178 1.9882 2.6775 0.479
O -1.3793 -1.1287 3.3836 -0.966
H -1.9819 -0.5192 2.9447 0.490
H -1.5329 -0.9581 4.3255 0.474
O 2.5913 3.1337 -0.4906 -0.988
H 3.4114 2.7249 -0.1965 0.476
H 1.9843 2.7022 0.1529 0.486
O 3.6723 0.8869 0.9347 -0.980
H 2.7256 0.9246 1.1980 0.506
H 4.1451 0.8234 1.7749 0.480
O 4.0831 -1.9152 1.1923 -0.983
H 3.4173 -2.2730 1.7752 0.469
H 3.8261 -1.0328 0.8739 0.497
O -0.2217 1.1004 -3.5257 -0.986
H -0.5631 1.4045 -4.3680 0.472
H 0.3396 0.3346 -3.7481 0.499
O 2.1968 -0.1941 -4.0039 -0.960
H 2.6230 0.5942 -3.6869 0.479
H 1.9460 -0.7750 -3.2899 0.496
O -1.1402 2.7518 -1.4035 -0.969
H -1.1551 2.6146 -2.3560 0.491
H -0.2301 2.5900 -1.1474 0.479
O -3.8286 2.1016 0.0423 -0.980
H -3.4234 1.2301 0.0508 0.485
H -3.1428 2.7685 -0.0509 0.497
O 3.1049 -0.6193 -1.6230 -0.958
H 3.7968 -1.2804 -1.5192 0.487
H 3.5602 0.1946 -1.8463 0.477
```

- SMILES string = C[C@@H](N)CCN.O.O.O.O.O.O.O.O.O.O.O
- frontier orbital gap (eV) = 9.22
- net charge = 0
- spin multiplicity = 1
- ΔE to the lowest compared entry with this formula, charge and spin (eV) = 1.285

(2)
# C2H5NO2S

A 2-piece molecular cluster, C2H5NO2S overall at a distorted geometry (ωB97M-V/def2-TZVPD, the Open Molecules 2025 dataset).

```
11
Properties=species:S:1:pos:R:3:nbo_charge:R:1
C 0.7710 -0.5841 0.5676 -0.198
C 0.0595 0.7398 0.4280 0.061
H -1.3174 -0.9750 0.7809 0.494
H 0.9678 -0.4796 1.6340 0.216
H 1.6075 -0.6630 -0.2342 0.234
H -0.6790 1.8962 -1.0319 0.412
H -0.1684 -0.8415 -1.3929 0.501
N -0.4548 0.8156 -0.8399 -0.328
O -0.2420 -1.6044 0.3130 -0.718
O 0.1399 0.0330 -1.8235 -0.546
S -0.6840 1.6630 1.5989 -0.130
```

- frontier orbital gap (eV) = 8.95
- net charge = 0
- spin multiplicity = 1
- ΔE to the lowest compared entry with this formula, charge and spin (eV) = 4.976

(3)
# C52H78F32O15S9

A 14-piece molecular cluster, C52H78F32O15S9 overall at a distorted geometry (ωB97M-V/def2-TZVPD, the Open Molecules 2025 dataset).

```
186
Properties=species:S:1:pos:R:3:mulliken_spin:R:1
C -0.5683 1.1118 2.0939 0.000
C 0.5063 1.4519 3.1162 0.000
C 1.5309 2.4700 2.4690 0.000
F 2.5981 2.7300 3.2236 0.000
F 1.9823 2.3578 1.1714 0.000
F -0.0721 1.9652 4.1738 0.000
F 1.1120 0.2990 3.4222 0.000
O -0.1141 0.3327 0.9888 0.000
C -0.7704 -0.9338 0.6935 0.000
C -0.4402 -1.3424 -0.7158 0.004
F 0.8955 -1.3320 -1.0844 -0.007
F -0.9607 -2.5600 -1.0519 0.000
F -0.4062 -1.7917 1.6794 0.000
F -2.0967 -0.7118 0.8362 0.000
H -0.8676 2.1121 1.7811 0.000
H -1.3223 0.5853 2.6792 0.000
H 1.0395 3.4334 2.3325 0.000
H -0.9286 -0.5922 -1.3376 0.000
C -1.3275 -2.9688 -5.1756 -0.005
C -2.3725 -1.9230 -4.6786 0.001
C -3.4087 -1.4856 -5.7635 0.000
F -2.8247 -0.8213 -6.8014 0.000
F -4.0809 -2.4813 -6.2992 0.000
F -2.9959 -2.4192 -3.6019 0.000
F -1.8288 -0.7871 -4.1897 0.000
O -0.5867 -2.5310 -6.3379 0.001
C -0.4010 -3.4776 -7.3676 0.001
C 0.5405 -2.7952 -8.3804 0.000
F 1.5338 -2.2015 -7.7225 0.000
F 1.1525 -3.5962 -9.3622 0.000
F 0.1893 -4.6087 -6.8348 0.000
F -1.6107 -3.8160 -7.8991 0.000
H -1.8446 -3.9240 -5.2670 -0.001
H -0.5581 -3.0530 -4.4080 0.004
H -4.1450 -0.7602 -5.4176 0.000
H -0.0144 -1.9487 -8.7850 0.000
C -1.3327 3.1495 -4.6602 0.000
C -0.2287 2.3510 -5.3232 0.000
C 0.6835 1.7921 -4.2061 0.000
F -0.0036 1.1702 -3.2450 0.000
F 1.7414 1.0886 -4.6817 0.001
F -0.9260 1.5584 -6.0495 0.000
F 0.3612 3.2142 -6.0983 0.000
O -0.8825 4.1823 -3.7448 0.000
C -1.6303 4.4705 -2.5688 0.000
C -0.7721 5.3605 -1.6299 0.000
F -1.4450 5.7799 -0.6093 0.000
F 0.2668 4.7509 -0.9554 0.000
F -2.6524 5.2140 -3.0650 0.000
F -2.0816 3.2974 -2.0079 0.000
H -1.9652 2.3945 -4.1934 0.000
H -2.0252 3.6105 -5.3646 0.000
H 1.1780 2.5746 -3.6305 0.000
H -0.2771 6.2189 -2.0840 0.000
C -3.8990 6.6753 4.6256 0.000
C -3.1913 5.4259 3.9800 0.000
C -2.2289 5.8090 2.8256 0.000
F -1.5847 6.9351 3.1943 0.000
F -1.3433 4.7841 2.5684 0.000
F -2.5022 4.7834 4.9721 0.000
F -4.1072 4.5064 3.4318 0.000
O -4.3912 7.5868 3.6724 0.000
C -5.8412 7.9079 3.8949 0.000
C -6.2773 8.7645 2.6937 0.000
F -6.0708 8.2496 1.5035 0.000
F -7.5359 9.2447 2.8165 0.000
F -6.5732 6.7750 3.9589 0.000
F -5.9440 8.6265 5.0599 0.000
H -3.1615 7.1679 5.2593 0.000
H -4.6959 6.2084 5.2045 0.000
H -2.7872 5.9825 1.9056 0.000
H -5.6795 9.6734 2.6260 0.000
C 1.5881 9.7319 1.0118 0.000
S 1.0409 7.9262 0.9943 0.000
O 0.8833 7.6612 -0.5594 0.000
C 2.5231 7.0238 1.5013 0.000
H 0.6008 10.1616 1.1816 0.000
H 1.9411 9.9298 -0.0003 0.000
H 2.2160 9.9027 1.8861 0.000
H 2.3381 5.9503 1.5409 0.000
H 2.9222 7.3347 2.4668 0.000
H 3.2564 7.1431 0.7038 0.000
C -4.6770 1.9892 -0.1962 0.000
S -4.3487 1.1559 -1.7942 0.000
O -3.0035 0.5187 -1.5399 0.000
C -5.6594 -0.2116 -1.6513 0.000
H -5.6963 2.3543 -0.0702 0.000
H -4.0483 2.8577 0.0000 0.000
H -4.5035 1.2121 0.5482 0.000
H -5.1898 -1.1178 -1.2686 0.000
H -6.1339 -0.3836 -2.6174 0.000
H -6.3668 0.1187 -0.8907 0.000
C 2.6987 -1.9376 6.0122 0.000
S 3.1643 -3.5375 5.2177 0.000
O 2.1150 -4.6416 5.4183 0.000
C 3.3537 -2.9686 3.4495 0.004
H 1.7928 -1.5548 5.5422 0.000
H 3.4812 -1.2056 5.8122 0.000
H 2.4162 -2.0539 7.0585 0.000
H 3.8173 -3.7092 2.7978 -0.002
H 4.1524 -2.2269 3.4470 0.000
H 2.4678 -2.4409 3.0961 -0.001
C -4.3894 -0.6736 3.2064 0.000
S -5.5660 -1.8362 3.9699 0.000
O -6.3441 -0.9573 4.8935 0.000
C -6.5344 -2.1553 2.4026 0.000
H -5.0630 -0.0498 2.6189 0.000
H -3.6145 -1.2675 2.7215 0.000
H -4.0839 0.0604 3.9521 0.000
H -6.9640 -1.1955 2.1157 0.000
H -7.3020 -2.9082 2.5818 0.000
H -5.8525 -2.4975 1.6242 0.000
C -0.8384 -7.1459 -3.2946 -0.001
S -2.3646 -6.3844 -2.6532 0.000
O -2.1084 -4.9490 -2.2151 -0.001
C -3.4151 -6.2684 -4.1462 0.000
H -0.7613 -6.8107 -4.3289 0.000
H -0.7489 -8.2219 -3.1450 0.000
H 0.0708 -6.7180 -2.8722 0.001
H -2.7331 -6.1227 -4.9840 0.000
H -4.1346 -5.4916 -3.8875 0.000
H -3.9213 -7.2166 -4.3273 0.000
C 3.7240 0.7253 -1.9165 0.005
S 5.4221 0.6514 -1.1250 0.003
O 6.1678 1.7559 -1.7995 0.000
C 4.9741 1.2364 0.5881 0.002
H 3.8986 0.7905 -2.9905 0.005
H 3.2416 1.5886 -1.4581 0.001
H 3.3330 -0.1953 -1.4832 -0.010
H 4.8523 2.3086 0.7418 -0.001
H 5.7624 0.9576 1.2874 0.000
H 4.0294 0.7655 0.8598 0.002
C 4.4938 1.4644 4.5957 0.000
S 5.7420 0.5750 5.6191 0.000
O 5.6599 -0.8933 5.1859 0.000
C 7.3060 1.1884 4.8000 0.000
H 4.3939 2.3925 5.1585 0.000
H 3.5409 0.9557 4.4503 0.000
H 4.9422 1.7593 3.6470 0.000
H 8.1984 0.7360 5.2324 0.000
H 7.3078 2.2771 4.7482 0.000
H 7.4085 0.8717 3.7621 0.000
C -2.1744 -3.5336 3.7495 0.000
S -0.9230 -2.5406 4.7450 0.000
O -1.4820 -1.1205 4.9881 0.000
C -1.2713 -3.3860 6.3381 0.000
H -2.0596 -3.4063 2.6730 0.000
H -3.2144 -3.3588 4.0251 0.000
H -2.0801 -4.6122 3.8758 0.000
H -0.7753 -4.3566 6.3321 0.000
H -2.3272 -3.6391 6.4336 0.000
H -0.9443 -2.8264 7.2145 0.000
C -2.2289 -5.4341 0.8511 0.000
S -4.0636 -5.5644 1.2336 0.000
O -4.4509 -4.6572 2.4108 0.000
C -4.7265 -4.6093 -0.1672 0.000
H -1.9235 -6.0356 -0.0051 0.000
H -1.6888 -5.6462 1.7738 0.000
H -2.1778 -4.3804 0.5767 0.000
H -4.7190 -5.1492 -1.1141 0.000
H -4.2662 -3.6252 -0.2559 0.000
H -5.7810 -4.4080 0.0215 0.000
C 8.0667 -4.9705 0.3074 0.030
C 9.0139 -4.3771 -0.4469 0.007
C 8.6397 -3.5481 -1.4959 0.019
C 7.2549 -3.2515 -1.7571 0.042
C 6.2956 -3.8979 -0.9147 0.060
C 6.7168 -4.6723 0.1134 -0.010
C 4.7838 -3.5794 -1.0408 0.149
O 4.0299 -3.9291 -0.1721 0.163
C 4.3537 -2.8859 -2.3098 0.078
C 2.9481 -2.8815 -2.6925 -0.031
C 2.6582 -2.3605 -3.9751 0.020
C 3.6362 -1.7460 -4.8329 0.062
C 4.9322 -1.7186 -4.3528 -0.040
C 5.3356 -2.3506 -3.1998 0.061
C 6.8492 -2.3901 -2.9361 0.100
O 7.6323 -1.7426 -3.6490 0.204
H 8.3073 -5.6679 1.0961 0.005
H 10.0141 -4.5576 -0.0814 -0.001
H 9.4191 -3.0939 -2.0897 0.014
H 5.9952 -5.2597 0.6618 0.008
H 2.1362 -3.3644 -2.1692 0.010
H 1.6895 -2.3310 -4.4517 0.016
H 3.3640 -1.2536 -5.7547 0.015
H 5.6055 -1.2363 -5.0460 0.010
```

- frontier orbital gap (spin up / spin down) (eV) = 3.02 / 6.62
- net charge = -1
- spin multiplicity = 2

(4)
# C3H10NO2Si

A 2-piece molecular cluster, C3H10NO2Si overall at a distorted geometry (ωB97M-V/def2-TZVPD, the Open Molecules 2025 dataset).

```
17
Properties=species:S:1:pos:R:3:nbo_charge:R:1
C -0.6950 -1.5709 2.5714 -0.356
C 0.2427 -2.3739 2.0782 -0.406
C 0.4855 -0.0575 -2.5515 -0.609
N 1.7817 -0.3615 -3.0175 -0.836
O -1.3669 0.1844 -0.2995 -1.065
O 1.2744 0.3298 0.6256 -1.098
Si 0.2666 0.2262 -0.6047 2.161
H -1.5237 -1.4725 1.9821 0.166
H -0.6293 -1.0271 3.4609 0.209
H -0.1073 -2.9611 1.3109 0.187
H -0.0962 -0.9561 -2.8868 0.288
H 0.0178 0.7576 -3.0237 0.255
H 1.1951 -2.6620 2.4317 0.209
H 2.4769 0.3094 -3.3021 0.406
H 2.0284 -1.3099 -3.1766 0.398
H -1.6786 0.0579 0.6050 0.534
H 1.8005 -0.1569 1.1837 0.557
```

- frontier orbital gap (eV) = 8.73
- net charge = +1
- spin multiplicity = 1
- ΔE to the lowest compared entry with this formula, charge and spin (eV) = 2.913

(5)
# C16H21AlNO3

C16H21AlNO3 as an isolated structure at a distorted geometry (ωB97M-V/def2-TZVPD, the Open Molecules 2025 dataset).

```
42
Properties=species:S:1:pos:R:3:nbo_charge:R:1
C 5.3658 1.1590 -0.5043 -0.633
C 3.9310 1.6349 -1.0034 0.103
O 2.9841 0.9178 -0.1433 -0.747
C 3.7387 3.1862 -0.9470 -0.984
Al 1.6882 3.5120 -0.7980 1.175
C 0.7023 2.1576 -2.0086 -0.962
C -0.6666 1.8216 -1.3341 0.020
C -1.9090 1.7758 -2.1168 -0.237
C -3.1669 1.4587 -1.4688 -0.235
C -3.2095 1.2264 -0.0438 -0.283
C -1.9841 1.2719 0.7512 -0.227
C -0.7117 1.5498 0.0946 -0.237
H 5.3692 1.2144 0.6122 0.211
H 5.4369 0.0698 -0.7758 0.184
H 6.1616 1.7779 -0.9816 0.200
H 3.7329 1.3170 -2.0597 0.152
H 2.5762 0.2666 -0.7341 0.463
H 4.0743 3.7261 -1.8660 0.209
H 4.1602 3.6199 0.0040 0.204
H 1.3409 3.3928 0.7557 -0.424
H 1.2560 4.9725 -1.2937 -0.426
H 1.3033 1.2430 -2.2465 0.198
H 0.5313 2.6837 -2.9937 0.208
H -1.9069 1.9632 -3.2150 0.210
H -4.1072 1.4022 -2.0618 0.203
H -4.1436 1.0039 0.5278 0.202
H -2.0169 1.0938 1.8462 0.201
H 0.1874 1.5362 0.7534 0.259
C -2.1225 -2.1682 0.6650 -0.163
C -2.5724 -2.1518 1.9791 -0.216
C -2.6313 -3.3305 2.7091 -0.200
C -2.2325 -4.5197 2.1128 0.067
C -1.7884 -4.5478 0.7977 -0.211
C -1.7351 -3.3652 0.0737 -0.212
N -2.2698 -5.7634 2.8885 0.519
O -2.6831 -5.7071 4.0346 -0.387
O -1.8824 -6.7846 2.3457 -0.387
H -2.0728 -1.2441 0.0998 0.256
H -2.8748 -1.2171 2.4354 0.225
H -2.9832 -3.3072 3.7322 0.240
H -1.4816 -5.4741 0.3296 0.241
H -1.3876 -3.3741 -0.9522 0.223
```

- frontier orbital gap (eV) = 5.81
- net charge = -1
- spin multiplicity = 1
- ΔE to the lowest compared entry with this formula, charge and spin (eV) = 1.326

(6)
# C32H40AlN8O2

C32H40AlN8O2 as an isolated structure at a distorted geometry (ωB97M-V/def2-TZVPD, the Open Molecules 2025 dataset).

```
83
Properties=species:S:1:pos:R:3:lowdin_charge:R:1
Al 0.5606 -0.1888 0.2974 0.428
C -1.3436 -5.0409 1.6875 -0.057
C -1.0061 -3.6389 1.1716 -0.362
C -0.9735 -3.6439 -0.3596 -0.051
C -1.9737 -2.5784 1.6464 -0.136
C -3.3297 -2.8565 1.7207 -0.021
C -4.2202 -1.8998 2.1619 -0.049
C -3.7676 -0.6523 2.5447 -0.032
C -2.4204 -0.3248 2.4738 -0.161
C -1.9304 1.0091 2.9930 -0.366
C -1.9316 0.9557 4.5256 -0.038
C -2.7674 2.2017 2.5273 -0.054
C -1.5348 -1.2981 1.9907 -0.179
N -0.1581 -0.9432 1.8516 0.044
C 0.5819 -0.9847 3.0019 -0.422
O 0.2365 -1.4475 4.0631 0.134
C 1.8920 -0.2698 2.7970 -0.109
C 2.8062 0.1360 3.7575 0.058
C 3.8644 0.9427 3.3516 0.011
C 3.9772 1.3376 2.0231 0.059
C 3.0260 0.8754 1.1277 -0.112
N 2.0381 0.0938 1.5314 0.117
C 2.8950 1.2267 -0.3286 -0.448
O 3.7248 1.8786 -0.9218 0.115
N 1.7251 0.7395 -0.8351 0.066
C 1.4690 1.0477 -2.2009 -0.191
C 1.9480 0.2009 -3.2073 -0.146
C 1.7180 0.5765 -4.5258 -0.037
C 1.0294 1.7363 -4.8368 -0.066
C 0.5346 2.5430 -3.8297 -0.020
C 0.7443 2.2127 -2.4984 -0.144
C 0.2363 3.0869 -1.3772 -0.373
C 1.3117 4.1041 -0.9824 -0.029
C -1.0710 3.8097 -1.7006 -0.064
C 2.6980 -1.0930 -2.9456 -0.337
C 4.0704 -0.8705 -2.3024 -0.037
C 1.8815 -2.1082 -2.1455 -0.058
H -0.4972 -5.7087 1.5384 0.084
H -2.1948 -5.4624 1.1548 0.078
H -1.5707 -5.0141 2.7507 0.091
H -0.0052 -3.3778 1.5288 0.130
H -1.9726 -3.7954 -0.7657 0.092
H -0.3385 -4.4525 -0.7116 0.088
H -0.5759 -2.6966 -0.7316 0.025
H -3.6850 -3.8376 1.4467 0.115
H -5.2703 -2.1365 2.2324 0.111
H -4.4772 0.0646 2.9241 0.112
H -0.8979 1.1737 2.6443 0.121
H -2.9567 0.8829 4.8828 0.090
H -1.4852 1.8596 4.9346 0.085
H -1.3806 0.0901 4.8860 0.072
H -3.8177 2.0584 2.7651 0.076
H -2.6690 2.3764 1.4562 0.061
H -2.4370 3.0966 3.0498 0.086
H 2.6797 -0.1519 4.7880 0.134
H 4.5949 1.2746 4.0718 0.125
H 4.7555 2.0002 1.6782 0.135
H 2.1053 -0.0370 -5.3263 0.115
H 0.8837 2.0112 -5.8706 0.110
H 0.0019 3.4455 -4.0847 0.114
H 0.0509 2.4292 -0.5029 0.105
H 1.3760 4.8843 -1.7360 0.093
H 2.2887 3.6377 -0.9083 0.062
H 1.0669 4.5625 -0.0287 0.086
H -0.9098 4.6013 -2.4280 0.080
H -1.4614 4.2770 -0.7993 0.082
H -1.8292 3.1324 -2.0929 0.070
H 2.8799 -1.5424 -3.9282 0.135
H 3.9858 -0.7218 -1.2299 0.066
H 4.5577 0.0024 -2.7294 0.094
H 4.7055 -1.7377 -2.4702 0.088
H 1.5676 -1.6971 -1.1643 0.038
H 2.4798 -2.9949 -1.9502 0.096
H 0.9866 -2.4079 -2.6865 0.075
N -1.7015 -0.3129 -3.9934 0.193
N -1.7480 -0.1789 -2.6711 -0.208
N -2.8119 0.2514 -2.0399 0.191
C -2.4045 0.3315 -0.7916 -0.090
N -1.1277 -0.0423 -0.6898 0.059
N -0.7274 -0.3719 -1.9006 0.125
H -2.6033 -0.4009 -4.4403 0.133
H -0.9280 -0.8645 -4.3379 0.125
H -3.0227 0.6246 0.0296 0.121
```

- frontier orbital gap (eV) = 7.91
- net charge = +1
- spin multiplicity = 1
- ΔE to the lowest compared entry with this formula, charge and spin (eV) = 0.000

(7)
# C6H13NO3

The molecule C6H13NO3 at a distorted geometry (ωB97M-V/def2-TZVPD, the Open Molecules 2025 dataset).

```
23
Properties=species:S:1:pos:R:3:nbo_charge:R:1
C -1.3572 0.7721 1.7329 -0.411
N -1.1783 0.9628 0.3124 -0.666
C -0.7120 -0.1119 -0.5494 -0.042
C -1.2804 -1.5017 -0.2862 -0.637
C 0.8505 -0.0717 -0.5705 0.124
C 1.5546 -1.0264 0.3803 -0.641
O 1.2007 -0.3254 -1.9247 -0.733
C 1.2145 1.3930 -0.2442 0.796
O 1.6413 1.8022 0.8077 -0.573
O 1.0246 2.2746 -1.3185 -0.703
H -0.3819 0.6133 2.2135 0.195
H -1.7938 1.6816 2.1656 0.215
H -2.0005 -0.0857 1.9973 0.168
H -1.7997 1.6449 -0.2055 0.392
H -1.0044 0.1794 -1.5687 0.214
H -1.0451 -1.8654 0.7225 0.209
H -2.3739 -1.4727 -0.3882 0.221
H -0.8817 -2.2223 -1.0132 0.223
H 1.2236 -0.8695 1.4129 0.238
H 1.3362 -2.0615 0.0934 0.219
H 2.6410 -0.8682 0.3381 0.221
H 2.1299 -0.5708 -1.9848 0.479
H 0.9920 1.7291 -2.1227 0.493
```

- SMILES string = CN[C@H](C)[C@@](C)(O)C(=O)O
- frontier orbital gap (eV) = 9.29
- net charge = 0
- spin multiplicity = 1
- ΔE to the lowest compared entry with this formula, charge and spin (eV) = 1.255